(1)
C6H13N in the gas phase. Source: the OMol25 dataset; level of theory: wB97M-V/def2-TZVPD.

Geometry as XYZ:
```
20
Properties=species:S:1:pos:R:3:forces:R:3
C 0.5533 -1.8046 1.2762 -0.512 0.465 -0.521
C -0.7300 -1.2166 0.6226 -0.129 0.221 -0.319
C -0.4741 0.0454 -0.1670 0.940 0.106 0.494
C 0.0844 -0.0452 -1.3708 -0.023 -0.125 -0.130
N 0.2677 -1.2371 -2.0944 0.130 -0.079 0.054
C -0.5392 1.3453 0.5999 -0.065 0.273 -0.360
C 0.1172 2.5697 -0.0523 -0.653 -0.222 0.060
H 1.4326 -1.3116 0.8589 0.054 -0.152 0.005
H 0.6151 -2.8735 1.0981 0.131 -0.145 0.184
H 0.5248 -1.5984 2.3377 0.185 -0.166 0.273
H -1.4564 -1.0089 1.4013 -0.226 -0.002 0.116
H -1.2086 -1.9187 -0.0589 0.000 -0.325 0.129
H 0.4318 0.8298 -1.8979 -0.082 0.115 -0.090
H 1.0691 -1.1972 -2.7046 -0.044 0.008 -0.099
H 0.3272 -2.0698 -1.5239 -0.055 0.087 -0.014
H -0.1143 1.1753 1.5938 -0.039 0.044 0.044
H -1.5853 1.6240 0.7457 -0.163 -0.191 0.231
H 1.2030 2.5802 0.0169 0.003 -0.053 -0.155
H -0.2254 2.6454 -1.0823 0.313 -0.059 -0.246
H -0.2929 3.4664 0.4010 0.234 0.200 0.344
```
Positions in Å, forces in eV/Å.

Values from the calculation:
Kohn-Sham gap	8.870	eV
net charge	0
HOMO	-7.8	eV
LUMO energy	1.070	eV
SMILES string	CCC(=CN)CC
largest force on an atom	0.0208	hartree/bohr
relative energy (zero: lowest compared OMol25 entry of this formula, charge and spin)	39.89	kJ/mol

---

(2)
C18H20FN3OS in the gas phase. Source: the OMol25 dataset; level of theory: wB97M-V/def2-TZVPD.

Geometry as XYZ:
```
44
Properties=species:S:1:pos:R:3:forces:R:3
O -2.7041 2.7729 0.2307 -0.972 -0.216 -0.720
F 5.8668 2.3190 -2.9521 -1.162 0.361 0.574
N -2.9697 -0.5790 1.5365 1.878 -2.600 1.272
S 2.7626 3.0051 0.2634 -1.718 -1.364 0.015
C -2.4141 1.6763 0.6563 2.853 1.238 1.603
C -3.5901 -1.5518 0.9453 0.102 2.355 -1.284
C -4.9111 -3.0222 -1.0315 0.607 -1.900 0.995
C -3.3826 -2.9673 0.8109 1.645 -0.941 1.576
C -5.2709 -1.7624 -0.8431 -0.392 2.467 0.266
C -3.9491 -3.7155 -0.1534 -0.925 0.936 -0.226
C 7.3126 0.7568 -0.1259 0.618 -0.078 -1.024
C 6.2472 0.3649 0.6712 0.493 0.540 -0.195
C 7.2137 1.4400 -1.3594 -0.655 -0.086 2.635
C 5.0010 0.8283 0.3712 -1.724 1.754 0.107
C 5.9285 1.7855 -1.6997 -0.913 -0.419 0.599
C 4.8014 1.6097 -0.8047 0.237 -1.005 -1.881
N -1.0037 1.5039 0.9366 -2.560 -2.113 0.064
N -4.5480 -1.0165 0.0959 -2.612 -0.749 -1.203
C -3.7440 -5.2202 -0.2074 2.079 0.771 1.575
C 3.4199 2.1732 -1.2047 1.146 1.484 -0.484
C 1.4139 1.7537 0.7495 -0.125 0.318 0.852
C -3.4949 0.6991 1.1848 1.335 0.203 2.972
C -0.0111 2.3935 0.4365 1.909 0.626 1.601
C -4.5799 0.4297 0.2426 -0.395 0.266 -1.851
H -5.5357 -3.6254 -1.6117 -0.682 -0.816 -1.179
H -2.6755 -3.4696 1.5145 -0.639 0.701 -0.547
H -6.1600 -1.2828 -1.4193 1.923 -0.680 1.251
H 8.2935 0.5193 0.1922 0.896 -0.246 0.419
H 6.3624 -0.1074 1.6286 0.481 -0.332 0.087
H 8.0531 1.9592 -1.8147 -0.040 -0.731 -0.298
H 4.2304 0.8064 1.2245 0.840 -0.146 -1.887
H -0.6294 0.5799 1.1600 -0.842 0.280 0.035
H -3.0274 -5.5192 0.6407 -1.000 0.540 -1.103
H -4.6651 -5.7163 0.0328 -0.477 -0.479 -0.565
H -3.2032 -5.5165 -1.1093 -0.707 -0.217 -0.169
H 2.6648 1.5310 -1.6905 0.569 -0.140 0.554
H 3.5706 3.0095 -1.9447 0.055 -0.888 0.592
H 1.4482 0.7407 0.2193 0.549 1.446 0.585
H 1.6288 1.5897 1.8846 -0.883 0.177 -1.967
H -3.8767 1.1030 2.1904 0.578 0.219 -1.524
H -0.0819 2.5542 -0.6200 -0.079 0.201 -0.713
H -0.0297 3.3891 0.9529 -0.237 -0.760 -0.527
H -5.4962 0.9193 0.5003 -0.888 -0.393 0.256
H -4.2655 0.8594 -0.6801 -0.166 0.415 -1.140
```
Positions in Å, forces in eV/Å.

Values from the calculation:
Kohn-Sham gap	8.347	eV
net charge	0
HOMO	-7.8	eV
LUMO energy	0.596	eV
SMILES string	CC1=CC2=N[C@@H](C(=O)NCCSCc3ccccc3F)CN2C=C1
largest force on an atom	0.0680	hartree/bohr
relative energy (zero: lowest compared OMol25 entry of this formula, charge and spin)	173.41	kJ/mol

---

(3)
4 unconnected molecules or ions with the total composition C17H31F5N3O3. Source: the OMol25 dataset; level of theory: wB97M-V/def2-TZVPD.

Geometry as XYZ:
```
59
Properties=species:S:1:pos:R:3:forces:R:3
C -1.3334 0.5566 3.5322 -0.038 0.117 -0.338
C -0.6247 0.5885 2.2086 -1.025 -0.122 0.424
F 0.6165 0.1115 2.4309 1.239 -0.221 -0.235
N -0.5566 1.9337 1.6806 -0.570 -0.403 0.877
C 0.0480 2.2519 0.5762 -0.583 0.099 0.338
N 0.6559 1.2934 -0.1233 -0.650 0.406 -1.794
C 1.1742 1.6729 -1.4728 0.570 -0.216 0.326
C 1.5299 3.1484 -1.6249 -0.110 0.146 -0.019
C 1.3278 3.9524 -0.3452 -0.201 -0.397 -0.713
C 2.4680 3.8215 0.6676 -0.014 0.921 -1.228
F 2.0047 4.1328 1.8641 -0.291 0.396 1.386
F 2.9519 2.5789 0.7176 0.228 -1.073 0.163
C 3.6379 4.7675 0.2908 -1.226 -0.102 -0.999
F 4.4183 4.1005 -0.5603 0.816 -0.632 -0.815
F 4.3234 5.0928 1.3433 1.053 0.418 1.726
N 0.0341 3.5841 0.2439 1.105 0.583 0.052
H -1.5506 -0.4730 3.7671 -0.150 -0.273 0.145
H -2.2557 1.1228 3.4964 -0.207 0.099 0.174
H -0.6350 0.9331 4.2672 -0.064 0.284 0.329
H -1.1143 -0.0572 1.4890 -0.149 -0.155 -0.357
H -1.0193 2.6502 2.2216 0.209 0.296 -0.209
H -0.0178 0.5421 -0.2655 0.564 -0.676 0.645
H 2.0556 1.0781 -1.6505 0.245 -0.317 0.106
H 0.4452 1.3703 -2.2129 -0.259 0.031 -0.138
H 2.5292 3.2987 -2.0072 0.331 -0.224 -0.074
H 0.8639 3.5616 -2.3695 -0.191 0.304 -0.160
H 1.2967 4.9895 -0.6349 -0.269 0.457 0.152
H 3.3121 5.6594 -0.2341 -0.309 0.376 0.089
H -0.7283 3.7713 -0.4078 -0.332 0.027 0.211
C -3.7955 3.7360 -3.0099 0.129 0.223 0.259
C -3.0282 2.8245 -2.0951 -0.116 -0.021 -0.073
O -2.4453 3.2551 -1.1147 0.190 -0.128 -0.096
C -3.0121 1.3580 -2.4359 0.240 0.094 0.303
H -3.7263 4.7595 -2.6484 -0.008 -0.012 0.000
H -3.3811 3.6859 -4.0178 -0.131 -0.112 -0.051
H -4.8447 3.4394 -3.0354 0.023 -0.080 -0.149
H -2.5658 1.2099 -3.4206 -0.171 -0.018 -0.078
H -4.0286 0.9641 -2.4385 0.005 -0.024 -0.153
H -2.4287 0.8120 -1.6951 -0.063 -0.046 0.000
C 0.1348 -2.4816 0.4854 -0.155 0.095 -0.019
C -0.8752 -2.6289 -0.6224 -0.076 -0.091 -0.087
O -1.9432 -2.0509 -0.5621 0.128 0.234 -0.006
C -0.4995 -3.5004 -1.7856 -0.395 0.056 -0.102
H -0.2844 -1.8337 1.2459 0.071 -0.084 0.125
H 0.3656 -3.4500 0.9298 0.151 -0.024 -0.145
H 1.0508 -2.0341 0.0935 0.117 -0.169 0.069
H -0.3157 -4.5176 -1.4365 0.241 0.030 0.000
H 0.3980 -3.1118 -2.2704 0.114 -0.149 0.097
H -1.3139 -3.5135 -2.5073 -0.002 0.034 0.009
C -0.1593 -6.7500 1.9373 -0.104 0.166 -0.228
C 1.0083 -6.6179 0.9904 0.021 -0.044 -0.038
O 0.8904 -6.0788 -0.0890 -0.026 0.082 0.099
C 2.3276 -7.1871 1.4459 0.055 0.104 -0.263
H -1.0442 -6.3025 1.4886 0.008 -0.017 -0.007
H -0.3597 -7.8030 2.1383 0.065 0.013 0.145
H 0.0609 -6.2388 2.8760 0.035 -0.155 0.077
H 2.2294 -8.2582 1.6268 -0.004 0.026 0.160
H 2.6505 -6.6934 2.3638 -0.049 -0.133 0.090
H 3.0775 -7.0263 0.6748 -0.016 0.000 -0.002
```
Positions in Å, forces in eV/Å.

Values from the calculation:
Kohn-Sham gap	8.998	eV
net charge	+1
HOMO	-11.7	eV
LUMO energy	-2.724	eV
largest force on an atom	0.0401	hartree/bohr

---

(4)
6 unconnected molecules or ions with the total composition C4H19NO7S. Source: the OMol25 dataset; level of theory: wB97M-V/def2-TZVPD.

Geometry as XYZ:
```
32
Properties=species:S:1:pos:R:3:forces:R:3
C -0.7751 -0.4168 -1.6477 0.574 -2.411 -0.049
N 0.6257 -0.6352 -2.1072 -0.602 2.436 0.860
C 1.5820 0.3380 -2.1993 1.508 -1.313 -2.384
O 1.2085 1.5840 -2.5796 -1.432 0.594 0.746
O 2.7618 0.0558 -2.3027 0.043 -0.029 0.835
C -0.9229 -0.5440 -0.1025 0.638 0.129 -0.723
C -2.2649 -0.1249 0.4804 -0.050 0.160 0.403
S -2.2717 0.1906 2.2828 0.156 0.008 -0.043
H -1.2388 -1.3106 -2.0770 -0.514 0.295 0.017
H -1.2030 0.4252 -2.1585 -0.001 0.709 0.136
H 1.0722 -1.5232 -2.0041 -0.160 -0.121 -0.062
H 1.9906 2.0270 -2.9414 0.110 -0.362 0.239
H -0.7516 -1.5877 0.1391 -0.117 -0.081 -0.018
H -0.0510 -0.0457 0.3219 -0.249 0.570 0.359
H -2.6587 0.7890 -0.0003 -0.124 -0.685 0.076
H -2.9724 -0.9657 0.4802 0.021 0.422 -0.772
H -1.7690 1.4141 2.1983 0.168 0.415 0.122
H 1.3795 2.2396 -0.1379 -0.274 -0.266 0.204
H 2.0188 2.8323 1.0546 -0.119 -0.046 0.367
O 1.3207 2.2026 0.8312 0.384 0.269 -0.533
H -0.2432 3.0417 -1.9309 -0.159 -0.072 -0.018
H -1.0595 2.7970 -0.6714 0.014 0.075 0.072
O -1.0081 3.3719 -1.4418 0.098 -0.062 -0.025
H 0.9013 -2.7927 -1.0017 0.175 -0.115 -0.311
H 0.2754 -3.6477 -0.0438 -0.555 -0.467 -0.062
O 0.2158 -3.4670 -0.9968 0.444 0.129 0.786
H 0.3726 -1.5533 2.3021 0.049 -0.083 -0.304
H -0.1622 -2.4826 3.2787 -0.205 -0.505 -0.112
O -0.1028 -2.3998 2.3183 0.265 0.248 0.339
H 1.6025 0.4926 3.0121 0.140 -0.059 -0.110
H 0.6576 -0.0336 4.0559 0.069 -0.082 0.055
O 1.4697 -0.2708 3.5890 -0.297 0.302 -0.087
```
Positions in Å, forces in eV/Å.

Values from the calculation:
Kohn-Sham gap	9.302	eV
net charge	0
HOMO	-9.3	eV
LUMO energy	0.036	eV
SMILES string	O=C(O)NCCCS.O.O.O.O.O
largest force on an atom	0.0605	hartree/bohr
relative energy (zero: lowest compared OMol25 entry of this formula, charge and spin)	20.30	kJ/mol